1.
12
Properties=species:S:1:pos:R:3:forces:R:3:lowdin_charge:R:1 method="wB97M-V/def2-TZVPD" mol_weight_g_mol=298.4 gap_ev="7.851 / 7.850" de_lowest_kcal_mol=50.5
C 1.441 0.880 -0.625 2.489 -1.036 -0.378 -0.1221
C -0.619 -1.349 1.205 -1.239 0.930 -1.638 -0.7250
C 0.399 1.506 -0.123 0.706 1.072 -0.145 -1.2022
O 0.212 -1.939 -1.151 0.511 1.182 -0.221 -0.3377
O -2.141 -1.412 -1.068 -0.585 0.592 0.553 -0.3629
S -0.853 -1.233 -0.476 0.657 -4.193 1.149 0.4738
Cl -1.100 1.249 -0.897 -0.747 1.034 -0.243 0.7226
Br -2.098 -0.620 2.122 0.281 0.011 0.376 0.6722
Br 0.408 2.900 1.217 0.088 -0.998 -0.691 0.6821
H 1.476 0.110 -1.443 -0.985 1.021 0.793 0.0840
H 2.496 0.968 -0.284 -1.063 0.509 0.368 0.0891
H 0.379 -1.061 1.523 -0.114 -0.125 0.078 0.0262

***

2.
10
Properties=species:S:1:pos:R:3:forces:R:3:lowdin_charge:R:1 method="wB97M-V/def2-TZVPD" mol_weight_g_mol=228.9 gap_ev=9.695 de_lowest_kcal_mol=25.7
C 0.495 -0.938 0.375 -1.154 0.251 -1.607 -0.6748
C 0.783 0.468 0.726 -1.967 0.836 -2.766 -0.4615
C -0.841 0.640 -0.543 2.209 -1.843 3.088 -0.5847
N -0.516 -0.790 -0.559 -0.444 -0.188 -0.103 -0.0007
O 1.016 -1.936 0.732 0.728 -1.379 0.703 0.1099
Br 2.289 1.118 -0.269 -0.178 0.011 0.439 0.7156
Br -2.601 1.160 0.096 0.800 -0.285 -0.230 0.6239
H 0.824 0.649 1.772 -0.158 0.817 0.726 0.0657
H -0.508 1.274 -1.335 -0.010 0.139 -0.554 0.0348
H -0.941 -1.643 -0.995 0.173 1.639 0.305 0.1717